{
  "formula": "C11H15NO",
  "method": "the ωB97M-V functional and the def2-TZVPD basis",
  "lumo_ev": 0.83,
  "e_homo_ha": -0.30176,
  "e_above_lowest_kcal_mol": 27.2,
  "smiles": "Cc1c[nH]c2ccccc12.CCO",
  "orbital_gap_ev": 9.04,
  "largest_force_ev_per_a": 2.7,
  "species": ["C", "C", "C", "C", "C", "C", "C", "C", "C", "N", "H", "H", "H", "H", "H", "H", "H", "H", "H", "C", "C", "O", "H", "H", "H", "H", "H", "H"],
  "positions_angstrom": [[0.1466, -3.2511, 0.1695], [2.5939, -2.4057, -0.1607], [1.2859, -2.3244, 0.1207], [2.2842, -0.2341, 0.1041], [1.0926, -0.8751, 0.4486], [2.4504, 1.1388, 0.3057], [0.0498, -0.1467, 1.1052], [1.4813, 1.8077, 1.0091], [0.2896, 1.1455, 1.4408], [3.2530, -1.1642, -0.2781], [3.2276, -3.2393, -0.4480], [3.9022, -1.0059, -1.0331], [0.3314, -4.2339, -0.2897], [-0.7636, -2.8712, -0.3088], [3.3482, 1.5910, -0.1114], [-0.8682, -0.6857, 1.2329], [1.5144, 2.8821, 1.0839], [-0.3580, 1.8491, 1.9323], [-0.2180, -3.3433, 1.1970], [-2.5703, 2.2071, -1.1971], [-3.5790, 1.2012, -0.6718], [-1.5225, 2.4503, -0.3168], [-2.3088, 1.8897, -2.2333], [-2.9707, 3.2072, -1.4190], [-3.2848, 0.8497, 0.3416], [-0.7816, 1.8334, -0.3044], [-3.4094, 0.2172, -1.1196], [-4.6161, 1.5107, -0.5997]],
  "forces_ev_per_a": [[-0.73, -0.98, 0.33], [1.41, -0.74, -1.84], [-0.46, 2.54, 0.69], [0.26, 0.48, 0.38], [0.13, -0.46, -0.10], [0.43, -0.29, -0.29], [1.01, -1.58, -1.01], [-0.53, -0.49, -0.55], [1.24, 1.68, -0.15], [-1.66, -0.21, 0.91], [-0.52, -0.24, 0.07], [0.07, -0.01, 0.23], [0.09, 0.26, 0.43], [0.43, 0.34, -0.42], [-0.18, 0.29, 0.32], [-0.49, 0.13, 0.55], [0.19, 0.14, 0.36], [-0.78, -0.52, 0.22], [0.30, -0.50, 0.13], [-0.57, 0.34, -1.48], [0.80, -1.34, 1.45], [0.74, 0.61, 0.34], [0.63, -0.07, 0.67], [-0.45, -0.29, 0.50], [-0.16, 1.04, -0.04], [-0.42, -0.30, -0.41], [-0.72, 0.23, -0.86], [-0.07, -0.08, -0.42]]
}